Computed, not measured: one molecule with the formula C2H4N2O2 at a distorted geometry, with wB97M-V/def2-TZVPD.

SMILES: NC(=O)NC=O
E, eV: -9214.6177
HOMO, eV: -10.4
E_LUMO, eV: 0.65
Relative energy (zero: lowest compared OMol25 entry of this formula, charge and spin), kcal/mol: 13.95
Max |F|, eV/Å: 2.0

```
! wB97M-V def2-TZVPD RIJCOSX def2/J DEFGRID3
* xyz 0 1
N 1.8548 0.0005 -0.0601
C 0.6179 -0.2747 0.4427
O 0.4317 -0.8673 1.4881
N -0.4727 0.1608 -0.3533
C -1.7886 -0.0062 -0.0268
O -2.5818 0.4228 -0.8429
H 2.6495 -0.1963 0.5341
H 1.9779 0.6299 -0.8351
H -0.6440 0.6238 -1.2652
H -2.0446 -0.4933 0.9184
*
```